No. 1
{"formula": "C26H47BrO6", "method": "ωB97M-V/def2-TZVPD", "smiles": "CCCCC[C@@]1(C[C@H](C)Br)CC(=O)O[C@H]1CCCCCCOC(C)=O.CC(C)=O.CC(C)=O", "orbital_gap_ev": 9.879, "multiplicity": 1, "homo_energy_ev": -9.37, "total_energy_ha": -4044.31494, "symbols": ["C", "C", "C", "C", "C", "C", "C", "C", "C", "Br", "C", "C", "O", "O", "C", "C", "C", "C", "C", "C", "C", "O", "C", "C", "O", "H", "H", "H", "H", "H", "H", "H", "H", "H", "H", "H", "H", "H", "H", "H", "H", "H", "H", "H", "H", "H", "H", "H", "H", "H", "H", "H", "H", "H", "H", "H", "H", "H", "H", "H", "C", "C", "C", "O", "H", "H", "H", "H", "H", "H", "C", "C", "C", "O", "H", "H", "H", "H", "H", "H"], "xyz": [[-3.914, 0.838, -5.745], [-2.774, 1.875, -5.966], [-1.377, 1.258, -6.119], [-0.916, 0.398, -4.905], [0.264, 1.001, -4.098], [-0.053, 1.329, -2.635], [-1.015, 2.594, -2.727], [-0.402, 3.914, -2.208], [-0.797, 4.274, -0.753], [-1.190, 5.361, -3.351], [-0.936, 0.313, -1.872], [-0.764, 0.712, -0.414], [-1.428, 0.516, 0.507], [0.370, 1.456, -0.375], [1.093, 1.444, -1.619], [2.242, 0.425, -1.671], [2.036, -0.851, -0.798], [2.340, -0.613, 0.677], [2.049, -1.806, 1.613], [0.668, -2.459, 1.453], [-0.418, -1.883, 2.365], [-0.603, -2.730, 3.537], [-1.907, -2.702, 3.912], [-2.378, -1.437, 4.623], [-2.641, -3.589, 3.715], [-4.484, 1.156, -4.869], [-4.624, 0.819, -6.568], [-3.511, -0.150, -5.529], [-2.843, 2.646, -5.198], [-2.995, 2.380, -6.911], [-0.676, 2.082, -6.277], [-1.391, 0.646, -7.022], [-0.586, -0.561, -5.307], [-1.803, 0.188, -4.306], [0.568, 1.926, -4.596], [1.117, 0.329, -4.209], [-1.330, 2.771, -3.748], [-1.918, 2.418, -2.142], [0.665, 3.999, -2.377], [0.047, 4.096, -0.087], [-1.058, 5.328, -0.724], [-1.653, 3.677, -0.450], [-1.987, 0.287, -2.156], [-0.624, -0.701, -2.151], [1.610, 2.404, -1.563], [2.442, 0.095, -2.690], [3.186, 0.851, -1.323], [2.730, -1.595, -1.198], [1.030, -1.213, -1.004], [1.863, 0.274, 1.098], [3.419, -0.429, 0.740], [2.849, -2.546, 1.572], [2.084, -1.409, 2.633], [0.784, -3.509, 1.734], [0.276, -2.468, 0.436], [-0.274, -0.834, 2.633], [-1.363, -1.952, 1.815], [-3.392, -1.197, 4.326], [-1.687, -0.627, 4.390], [-2.336, -1.620, 5.697], [0.552, -6.262, 4.407], [1.882, -5.607, 4.146], [2.648, -5.111, 5.349], [2.321, -5.477, 3.026], [0.105, -6.568, 3.464], [0.682, -7.144, 5.037], [-0.115, -5.551, 4.898], [2.872, -5.944, 6.018], [2.061, -4.360, 5.880], [3.583, -4.661, 5.022], [2.174, 3.773, 3.127], [1.456, 2.466, 3.364], [0.019, 2.382, 2.918], [2.012, 1.526, 3.888], [3.196, 3.696, 3.493], [2.197, 3.997, 2.059], [1.668, 4.579, 3.662], [-0.044, 2.545, 1.841], [-0.582, 3.128, 3.443], [-0.372, 1.393, 3.144]]}


No. 2
{"formula": "C26H47ClF8N2O6S2", "method": "ωB97M-V/def2-TZVPD", "orbital_gap_ev": 6.994, "multiplicity": 1, "homo_energy_ev": -7.75, "total_energy_ha": -3635.22249, "symbols": ["C", "C", "C", "C", "C", "C", "C", "C", "C", "N", "C", "C", "C", "C", "S", "O", "O", "C", "F", "F", "C", "F", "F", "F", "C", "Cl", "C", "C", "C", "C", "C", "C", "N", "C", "C", "O", "C", "H", "H", "H", "H", "H", "H", "H", "H", "H", "H", "H", "H", "H", "H", "H", "H", "H", "H", "H", "H", "H", "H", "H", "H", "H", "H", "H", "H", "H", "H", "H", "H", "H", "H", "H", "H", "H", "H", "H", "H", "H", "H", "H", "H", "H", "H", "H", "C", "F", "F", "F", "S", "O", "O", "O"], "xyz": [[-1.130, 3.790, -6.351], [-0.587, 2.739, -7.342], [0.703, 2.049, -6.867], [0.417, 0.778, -6.061], [1.614, 0.333, -5.223], [1.436, -1.037, -4.568], [0.089, -1.224, -3.849], [0.105, -2.403, -2.872], [0.571, -2.152, -1.423], [-0.212, -3.042, -0.545], [0.196, -3.167, 0.847], [-1.055, -3.539, 1.693], [-2.104, -4.439, 1.028], [-3.288, -3.655, 0.436], [1.350, -4.627, 0.826], [0.531, -5.763, 0.493], [2.488, -4.309, 0.005], [2.061, -5.007, 2.522], [2.606, -3.899, 3.023], [3.024, -5.868, 2.225], [1.127, -5.650, 3.619], [1.787, -6.573, 4.271], [0.036, -6.184, 3.103], [0.754, -4.696, 4.468], [0.800, -1.818, 1.359], [2.523, -1.582, 0.948], [0.636, -1.527, 2.879], [-0.491, -0.547, 3.245], [-0.051, 0.925, 3.121], [-1.227, 1.902, 2.943], [-1.030, 3.178, 3.753], [-2.288, 4.037, 3.802], [0.070, -0.759, 0.577], [0.298, -0.735, -0.932], [1.309, 0.352, -1.337], [0.658, 1.473, -1.875], [0.496, 2.557, -0.968], [-2.160, 3.581, -6.059], [-1.126, 4.791, -6.787], [-0.518, 3.835, -5.448], [-1.358, 1.976, -7.492], [-0.431, 3.198, -8.320], [1.245, 2.737, -6.212], [1.331, 1.813, -7.729], [-0.448, 0.983, -5.419], [0.108, -0.020, -6.746], [2.485, 0.294, -5.882], [1.778, 1.082, -4.443], [2.265, -1.248, -3.886], [1.490, -1.805, -5.349], [-0.232, -0.288, -3.388], [-0.660, -1.443, -4.614], [-0.881, -2.874, -2.822], [0.779, -3.156, -3.294], [1.637, -2.382, -1.356], [-0.263, -3.965, -0.966], [-1.551, -2.588, 1.910], [-0.758, -3.924, 2.665], [-2.488, -5.106, 1.804], [-1.674, -5.097, 0.278], [-3.679, -4.154, -0.453], [-4.114, -3.601, 1.147], [-3.010, -2.640, 0.151], [1.568, -1.066, 3.210], [0.567, -2.456, 3.436], [-0.779, -0.731, 4.283], [-1.411, -0.700, 2.672], [0.488, 1.192, 4.032], [0.684, 1.042, 2.311], [-2.148, 1.406, 3.276], [-1.340, 2.154, 1.880], [-0.212, 3.769, 3.337], [-0.751, 2.921, 4.778], [-2.597, 4.338, 2.796], [-3.114, 3.497, 4.274], [-2.098, 4.944, 4.376], [0.358, 0.149, 0.950], [-0.928, -0.884, 0.750], [-0.661, -0.405, -1.341], [1.988, -0.064, -2.084], [1.935, 0.639, -0.484], [-0.183, 2.297, -0.145], [0.064, 3.382, -1.528], [1.462, 2.875, -0.562], [0.449, 7.285, 6.134], [0.404, 7.478, 7.458], [-0.751, 7.627, 5.634], [1.353, 8.134, 5.627], [0.866, 5.541, 5.724], [-0.224, 4.803, 6.334], [2.163, 5.363, 6.335], [0.858, 5.561, 4.272]]}